Density functional theory data (the ωB97M-V functional and the def2-TZVPD basis) for a molecular structure, C45H46FeN5O2PS4Sb at a distorted geometry.

Last column: natural (NBO) charge in e.
Positions of all 105 atoms, in Å:
Fe -1.0796 -0.9332 -0.8958  1.278
C -3.8256 0.0861 3.7657  -0.410
N -4.2734 0.3154 2.4101  -0.321
C -5.4789 0.8523 2.0432  -0.029
C -5.4947 0.9277 0.6992  -0.068
N -4.2904 0.4215 0.2423  -0.374
C -3.5342 0.0529 1.3163  0.283
S -1.9439 -0.5534 1.4059  -0.171
C -3.9123 0.4071 -1.1174  0.404
C -4.3180 1.4374 -1.9590  -0.229
C -3.9349 1.3864 -3.2859  -0.097
C -3.1913 0.2959 -3.7362  -0.204
C -2.8606 -0.6853 -2.8241  0.005
N -3.1924 -0.6364 -1.5223  -0.519
H -4.5898 0.4561 4.4430  0.232
H -2.8893 0.6170 3.9309  0.237
H -3.6707 -0.9796 3.9254  0.234
H -6.2222 1.1138 2.7623  0.252
H -6.2638 1.2414 0.0294  0.250
H -4.8909 2.2630 -1.5733  0.247
H -4.2039 2.1872 -3.9569  0.248
H -2.8870 0.2039 -4.7640  0.250
H -2.3960 -1.6112 -3.1623  0.224
C 1.9472 -1.8271 -3.9936  -0.245
C 1.3339 -1.2750 -2.8638  0.103
N 0.3203 -1.8544 -2.2531  -0.567
C -0.1257 -3.0369 -2.7155  0.258
C 0.4136 -3.6666 -3.8385  -0.094
C 1.4780 -3.0150 -4.4922  -0.078
C -0.1192 -4.9325 -4.2586  -0.166
C -1.1192 -5.5243 -3.5676  -0.155
C -1.6668 -4.9086 -2.3905  -0.076
C -2.6682 -5.5061 -1.6001  -0.091
C -3.0967 -4.8658 -0.4671  -0.230
C -2.5406 -3.6242 -0.1358  0.108
N -1.6142 -3.0370 -0.8645  -0.540
C -1.1788 -3.6692 -1.9740  0.157
H 2.7780 -1.3152 -4.4517  0.243
H 1.6881 -0.3561 -2.4160  0.229
H 1.9245 -3.4642 -5.3672  0.239
H 0.3084 -5.4084 -5.1273  0.238
H -1.5097 -6.4825 -3.8747  0.237
H -3.0764 -6.4636 -1.8853  0.240
H -3.8436 -5.3006 0.1752  0.244
H -2.8342 -3.1058 0.7663  0.220
C 0.9492 -1.4733 3.9617  -0.641
C 1.1427 -2.8803 3.4269  0.113
C -0.1343 -3.5391 2.9613  -0.644
O 2.1181 -2.8669 2.3941  -0.851
P 1.9138 -2.7433 0.8361  1.767
S 1.0611 -4.2382 -0.0259  -0.603
S 0.9649 -0.9044 0.6023  -0.567
O 3.3914 -2.5658 0.3130  -0.839
C 4.5439 -1.9733 0.9376  0.116
C 4.2240 -0.6015 1.4870  -0.635
C 5.1594 -2.9019 1.9638  -0.634
H 0.3110 -1.5065 4.8415  0.220
H 0.4834 -0.8314 3.2137  0.221
H 1.9060 -1.0439 4.2512  0.214
H 1.6221 -3.5005 4.1979  0.202
H -0.6319 -2.9338 2.1955  0.199
H -0.7965 -3.6319 3.8137  0.219
H 0.0550 -4.5327 2.5499  0.245
H 5.2326 -1.8852 0.0903  0.196
H 3.5549 -0.6788 2.3435  0.208
H 3.7580 0.0308 0.7343  0.213
H 5.1458 -0.1274 1.8206  0.227
H 4.5497 -2.9710 2.8571  0.219
H 6.1374 -2.5158 2.2390  0.223
H 5.2901 -3.8975 1.5523  0.231
S -0.6373 1.3281 -1.5301  -0.779
Sb 0.5376 2.8758 -0.2698  1.827
C -0.0297 4.6540 -1.2343  -0.406
C -0.1345 4.6003 -2.6204  -0.218
C -0.4876 5.7384 -3.3257  -0.199
C -0.7433 6.9213 -2.6534  -0.161
C -0.6267 6.9771 -1.2759  -0.215
C -0.2637 5.8454 -0.5610  -0.159
C 0.1563 2.8569 1.7886  -0.412
C 0.8577 1.9437 2.5693  -0.221
C 0.6853 1.9508 3.9437  -0.139
C -0.1797 2.8566 4.5320  -0.197
C -0.8940 3.7497 3.7501  -0.205
C -0.7291 3.7533 2.3735  -0.209
C 2.5986 2.6762 -0.5437  -0.316
C 3.4666 3.0199 0.4822  -0.238
C 4.8326 3.0003 0.2485  -0.183
C 5.3197 2.6306 -0.9926  -0.180
C 4.4477 2.2835 -2.0135  -0.185
C 3.0805 2.3100 -1.7932  -0.253
H 0.0518 3.6763 -3.1536  0.226
H -0.5553 5.7033 -4.4010  0.230
H -1.0207 7.8050 -3.2060  0.233
H -0.8038 7.9043 -0.7544  0.233
H -0.1254 5.9237 0.5028  0.212
H 1.5258 1.2254 2.1141  0.246
H 1.2308 1.2479 4.5552  0.222
H -0.2987 2.8665 5.6032  0.232
H -1.5766 4.4461 4.2087  0.232
H -1.3139 4.4314 1.7752  0.223
H 3.0940 3.3214 1.4509  0.227
H 5.5139 3.2751 1.0375  0.233
H 6.3831 2.6179 -1.1692  0.234
H 4.8333 2.0078 -2.9825  0.228
H 2.3982 2.0627 -2.5950  0.219

Calculated values
E_HOMO (spin up / spin down)   -0.451 / -0.450 Eh
Spin multiplicity   6
Net charge   +2
Electronic energy   -152503.50203 eV